No. 1
Molecular formula: C4H6O2
Method: DFT, ωB97M-V/def2-TZVPD

Cartesian coordinates (Å):
C 1.690201 -0.477082 0.038623
C 0.256052 -0.402060 -0.388297
O -0.434359 -1.400144 -0.647138
C -0.610331 0.767732 -0.220417
C -1.846905 0.368237 0.582838
O -2.739100 1.122150 0.877159
H 2.212350 0.481523 0.069857
H 1.619402 -0.869169 1.059514
H 2.230751 -1.197384 -0.573795
H 0.021389 0.430858 -1.425275
H -0.474742 1.835092 -0.329798
H -1.763021 -0.644903 1.038253

Cartesian forces (eV/Å) of the 2 atoms listed first:
0.19 -0.06 -0.07
-0.14 -0.93 1.19

Properties
2S+1: 1
highest occupied orbital energy: -9.8 eV
maximum force: 0.0490 hartree/bohr
ΔE to the lowest compared entry with this formula, charge and spin: 91.53 kcal/mol
Kohn-Sham gap: 9.4 eV
electronic energy: -306.360439 a.u.
LUMO: -0.01777 hartree

=====

No. 2
Molecular formula: C4H6O2
Method: DFT, ωB97M-V/def2-TZVPD

Cartesian coordinates (Å):
O -0.002649 -2.145922 -1.128256
C 0.867698 -1.317725 -1.047843
C 0.591107 0.207341 -0.731801
C -0.812103 0.535758 -0.138410
C -0.749891 0.948547 1.313596
O 0.093261 1.681629 1.781314
H 1.970707 -1.579514 -1.170650
H 1.355111 0.548955 0.035517
H 0.805282 0.904216 -1.636739
H -1.478894 -0.292813 -0.256244
H -1.352173 1.327975 -0.615202
H -1.405799 0.561998 2.045610

Cartesian forces (eV/Å) of the 2 atoms listed first:
0.58 0.39 0.07
-0.16 1.24 0.12

Properties
2S+1: 1
highest occupied orbital energy: -10.1 eV
maximum force: 0.0387 hartree/bohr
ΔE to the lowest compared entry with this formula, charge and spin: 34.58 kcal/mol
Kohn-Sham gap: 10.9 eV
electronic energy: -306.451188 a.u.
LUMO: 0.03085 hartree

=====

No. 3
Molecular formula: C4H6O2
Method: DFT, ωB97M-V/def2-TZVPD

Cartesian coordinates (Å):
C 1.300165 0.308865 -0.810976
C 0.477679 0.639288 0.422885
O 0.554416 1.706171 0.983818
C -0.552162 -0.403195 0.876473
C -1.474719 -0.514832 -0.309158
O -1.617544 -1.516079 -0.970575
H 0.912036 -0.554578 -1.359835
H 2.330391 0.104460 -0.501448
H 1.318254 1.181382 -1.471516
H -0.137647 -1.387734 1.129373
H -1.082750 0.012237 1.737554
H -1.957704 0.443130 -0.599452

Cartesian forces (eV/Å) of the 2 atoms listed first:
0.00 0.03 0.04
0.15 0.11 0.14

Properties
2S+1: 1
highest occupied orbital energy: -10.0 eV
maximum force: 0.0145 hartree/bohr
ΔE to the lowest compared entry with this formula, charge and spin: 20.15 kcal/mol
Kohn-Sham gap: 10.3 eV
electronic energy: -306.474190 a.u.
LUMO: 0.01315 hartree

=====

No. 4
Molecular formula: C4H6O2
Method: DFT, ωB97M-V/def2-TZVPD

Cartesian coordinates (Å):
C 1.787778 0.101710 -0.246603
O 1.345796 -0.101940 1.287953
C 0.520185 0.340716 0.438115
C -0.876912 0.887901 0.468953
O -1.406628 0.214895 -0.638871
C -0.634396 -1.003087 -0.627769
H 0.787464 -0.795697 -0.717828
H 2.485112 0.944884 -0.238608
H -0.921412 1.977541 0.347817
H -1.359370 0.601081 1.417840
H -1.013586 -1.706180 0.128447
H -0.714030 -1.461829 -1.619451

Cartesian forces (eV/Å) of the 2 atoms listed first:
0.24 0.30 -0.09
-0.23 0.04 0.03

Properties
2S+1: 1
highest occupied orbital energy: -8.4 eV
maximum force: 0.0077 hartree/bohr
ΔE to the lowest compared entry with this formula, charge and spin: 176.63 kcal/mol
Kohn-Sham gap: 9.0 eV
electronic energy: -306.224824 a.u.
LUMO: 0.01966 hartree

=====

No. 5
Molecular formula: C4H6O2
Method: DFT, ωB97M-V/def2-TZVPD

Cartesian coordinates (Å):
C -1.325786 -0.283446 -0.590944
C -0.037881 -0.159761 0.223553
C 0.122104 1.086090 1.018948
O -0.319781 2.136971 0.621939
C 1.355176 -0.520819 -0.266661
O 0.567850 -1.322301 0.686620
H -1.173791 0.172737 -1.567241
H -1.635148 -1.327191 -0.724595
H -2.164490 0.249034 -0.121248
H 0.783894 0.988075 1.903912
H 1.489891 -0.814171 -1.316049
H 2.337965 -0.205220 0.131770

Cartesian forces (eV/Å) of the 2 atoms listed first:
0.20 0.07 -0.14
0.31 0.58 -0.59

Properties
2S+1: 1
highest occupied orbital energy: -9.9 eV
maximum force: 0.0236 hartree/bohr
ΔE to the lowest compared entry with this formula, charge and spin: 51.57 kcal/mol
Kohn-Sham gap: 10.8 eV
electronic energy: -306.424110 a.u.
LUMO: 0.03290 hartree

=====

No. 6
Molecular formula: C4H6O2
Method: DFT, ωB97M-V/def2-TZVPD

Cartesian coordinates (Å):
C 0.226884 1.202708 1.169856
C 0.167162 0.591327 -0.189771
O -1.055908 -0.004385 -0.467158
C -0.867879 -1.316189 -0.770560
C 0.503960 -1.498327 -0.611658
O 1.251215 -0.314465 -0.626710
H -0.273801 0.358164 1.820960
H -0.737818 1.951478 0.811871
H 1.063710 1.694883 1.203567
H 0.027240 1.480052 -0.748196
H -1.610155 -1.938087 -0.813674
H 1.305390 -2.207158 -0.778528

Cartesian forces (eV/Å) of the 2 atoms listed first:
-9.58 -3.54 -1.35
1.15 1.19 -1.45

Properties
2S+1: 1
highest occupied orbital energy: -7.9 eV
maximum force: 0.2004 hartree/bohr
ΔE to the lowest compared entry with this formula, charge and spin: 105.09 kcal/mol
Kohn-Sham gap: 8.9 eV
electronic energy: -306.338831 a.u.
LUMO: 0.03488 hartree

=====

No. 7
Molecular formula: C4H6O2
Method: DFT, ωB97M-V/def2-TZVPD

Cartesian coordinates (Å):
C -1.759581 0.868307 -0.960558
C -0.191024 0.541490 0.710636
O -0.824619 0.000896 -0.299601
C 0.840674 -0.485143 1.171245
C 1.807585 -0.808732 0.047299
O 2.946341 -0.415060 0.008822
H -1.297436 1.193344 -1.894734
H -1.963339 1.724648 -0.315259
H -2.662766 0.293724 -1.172176
H 1.398628 -0.085152 2.019434
H 0.321770 -1.410401 1.461563
H 1.383768 -1.417921 -0.776670

Cartesian forces (eV/Å) of the 2 atoms listed first:
-0.21 0.14 -0.18
0.05 -0.49 -0.30

Properties
2S+1: 1
highest occupied orbital energy: -8.8 eV
maximum force: 0.0112 hartree/bohr
ΔE to the lowest compared entry with this formula, charge and spin: 83.21 kcal/mol
Kohn-Sham gap: 9.3 eV
electronic energy: -306.373698 a.u.
LUMO: 0.01772 hartree

=====

No. 8
Molecular formula: C4H6O2
Method: DFT, ωB97M-V/def2-TZVPD

Cartesian coordinates (Å):
C 1.138033 -0.573119 -0.744322
C 0.082531 0.286774 -0.085997
O 0.436144 1.660018 -0.032538
C -0.596313 -0.142292 1.221506
C -1.382611 -0.111091 0.016931
O -2.304022 -0.535280 -0.589301
H 2.238508 -0.273288 -0.529227
H 0.859575 -0.611868 -1.853418
H 1.059984 -1.712472 -0.554618
H -0.171992 2.313020 -0.471675
H -0.809075 0.713940 1.864650
H -0.550762 -1.014345 1.758014

Cartesian forces (eV/Å) of the 2 atoms listed first:
0.35 -1.86 -1.63
0.02 0.57 0.19

Properties
2S+1: 1
highest occupied orbital energy: -9.1 eV
maximum force: 0.0545 hartree/bohr
ΔE to the lowest compared entry with this formula, charge and spin: 69.33 kcal/mol
Kohn-Sham gap: 9.6 eV
electronic energy: -306.395819 a.u.
LUMO: 0.01998 hartree

=====

No. 9
Molecular formula: C4H6O2
Method: DFT, ωB97M-V/def2-TZVPD

Cartesian coordinates (Å):
O 2.450308 0.287734 0.008059
C 1.228147 0.379143 0.245189
C 0.350517 -0.418968 -0.554891
C -0.635161 -0.993304 0.581504
C -0.869846 0.129896 -0.355657
O -0.881289 1.556400 0.200209
H 0.960939 1.081142 1.113795
H 0.832689 -1.163944 -1.257416
H -1.238006 -1.994414 0.258541
H -0.427311 -0.980895 1.662838
H -1.497204 -0.004374 -1.403081
H -0.273781 2.121582 -0.499092

Cartesian forces (eV/Å) of the 2 atoms listed first:
-1.76 0.55 0.47
6.75 0.35 1.07

Properties
2S+1: 1
highest occupied orbital energy: -9.4 eV
maximum force: 0.1609 hartree/bohr
ΔE to the lowest compared entry with this formula, charge and spin: 105.48 kcal/mol
Kohn-Sham gap: 10.1 eV
electronic energy: -306.338210 a.u.
LUMO: 0.02395 hartree

=====

No. 10
Molecular formula: C4H6O2
Method: DFT, ωB97M-V/def2-TZVPD

Cartesian coordinates (Å):
C 1.825985 -0.080465 -0.206706
C 1.203156 1.181054 0.300992
C -0.232870 1.024653 0.027445
C -1.371767 -1.151760 -0.051908
O 1.404167 -1.155934 -0.484072
O -0.712822 -0.092556 0.671990
H 1.414508 1.097316 1.329102
H 1.522527 2.157830 0.049140
H -0.534330 1.389832 -1.003888
H -2.501361 -0.969202 -0.285185
H -1.294679 -2.109618 0.542793
H -0.722517 -1.291150 -0.889704

Cartesian forces (eV/Å) of the 2 atoms listed first:
1.45 -1.75 -1.41
-2.33 0.23 0.30

Properties
2S+1: 1
highest occupied orbital energy (spin up / spin down): -7.6 / -7.8 eV
maximum force: 0.0520 hartree/bohr
ΔE to the lowest compared entry with this formula, charge and spin: 110.29 kcal/mol
Kohn-Sham gap (spin up / spin down): 8.0 / 8.2 eV
electronic energy: -306.330542 a.u.
LUMO (spin up / spin down): 0.01687 / 0.01602 hartree